Entry 1:
Density functional theory data (ωB97M-V/def2-TZVPD) for a molecular structure, C22H16AlN7O4S.

ORCA input file:
```
! wB97M-V def2-TZVPD RIJCOSX def2/J DEFGRID3
* xyz 2 1
Al 0.27 -0.65 -0.77
O 2.54 5.59 -2.48
N 3.45 4.79 -2.37
O 4.62 5.00 -2.60
C 3.09 3.43 -1.90
C 4.03 2.75 -1.23
C 3.75 1.46 -0.70
C 4.68 0.69 0.01
C 4.33 -0.54 0.48
C 3.04 -1.02 0.26
N 2.13 -0.31 -0.41
C 2.48 0.92 -0.89
C 1.50 1.63 -1.62
N 0.31 1.00 -1.79
C -0.66 1.60 -2.47
C -0.46 2.86 -3.05
C 0.73 3.50 -2.89
C 1.77 2.89 -2.15
H 5.01 3.20 -1.11
H 5.68 1.08 0.18
H 5.03 -1.16 1.03
H 2.72 -1.98 0.63
H -1.61 1.08 -2.54
H -1.27 3.32 -3.60
H 0.88 4.47 -3.33
N -3.59 -1.55 6.29
C -3.18 -1.28 5.03
C -1.87 -0.81 4.80
C -1.45 -0.54 3.52
C -2.33 -0.75 2.45
C -3.63 -1.22 2.66
C -4.04 -1.48 3.94
S -1.83 -0.47 0.86
O -0.71 0.51 0.80
O -2.93 -0.22 -0.02
N -0.92 -1.69 0.20
C -1.32 -2.39 -0.99
N -0.38 -2.08 -1.98
C -0.48 -2.72 -3.15
C -1.50 -3.61 -3.38
C -2.42 -3.80 -2.35
N -2.34 -3.20 -1.16
H -3.00 -1.36 7.08
H -4.54 -1.83 6.47
H -1.20 -0.64 5.64
H -0.45 -0.16 3.34
H -4.30 -1.36 1.83
H -5.05 -1.84 4.12
H 0.26 -2.49 -3.91
H -1.59 -4.14 -4.31
H -3.27 -4.47 -2.49
*
```

The HOMO energy comes out at -13.15 eV. The value obtained for the HOMO-LUMO gap is 5.83 eV.

Entry 2:
Density functional theory data (ωB97M-V/def2-TZVPD) for a molecular structure, C38H24CrN9.

ORCA input file:
```
! wB97M-V def2-TZVPD RIJCOSX def2/J DEFGRID3
* xyz 0 4
Cr 0.00 0.13 -0.08
C 0.65 4.17 -5.14
C -0.74 4.23 -5.08
C -1.45 3.56 -4.10
C -0.74 2.82 -3.17
C -1.12 2.07 -2.00
N 0.00 1.48 -1.45
C 1.09 1.94 -2.13
N 2.34 1.84 -1.74
C 2.71 1.20 -0.66
C 4.05 1.25 -0.10
C 5.22 1.92 -0.45
C 6.34 1.71 0.34
C 6.29 0.90 1.48
C 5.13 0.24 1.84
C 4.02 0.41 1.03
C 2.70 -0.16 1.08
N 2.38 -1.13 1.91
C 1.15 -1.55 2.06
N 0.04 -0.94 1.54
C -1.06 -1.47 2.15
N -2.25 -0.93 2.14
C -2.56 0.10 1.39
N -1.84 0.57 0.32
C -2.61 1.51 -0.32
N -2.30 2.12 -1.44
C -3.84 1.72 0.41
C -4.92 2.57 0.24
C -5.91 2.57 1.21
C -5.84 1.73 2.32
C -4.79 0.84 2.49
C -3.80 0.83 1.51
C -0.66 -2.58 2.99
C -1.37 -3.47 3.78
C -0.65 -4.40 4.51
C 0.74 -4.43 4.48
C 1.46 -3.55 3.69
C 0.75 -2.62 2.95
N 1.92 0.37 0.09
C 0.67 2.74 -3.25
C 1.38 3.42 -4.23
H 1.17 4.73 -5.92
H -1.27 4.83 -5.81
H -2.52 3.61 -4.06
H 5.25 2.56 -1.31
H 7.27 2.19 0.08
H 7.18 0.79 2.08
H 5.08 -0.39 2.71
H -4.98 3.22 -0.62
H -6.76 3.23 1.12
H -6.61 1.78 3.08
H -4.73 0.18 3.34
H -2.45 -3.44 3.80
H -1.19 -5.10 5.14
H 1.26 -5.15 5.09
H 2.54 -3.58 3.67
H 2.46 3.36 -4.27
C -2.74 -1.69 -1.24
C -1.37 -2.27 -1.15
C -1.05 -3.61 -1.22
C 0.34 -3.71 -1.35
C 0.83 -2.42 -1.34
C 2.23 -2.00 -1.63
N -0.21 -1.53 -1.18
H -3.35 -2.31 -1.89
H -2.69 -0.69 -1.67
H -3.23 -1.64 -0.27
H -1.76 -4.42 -1.19
H 0.93 -4.60 -1.46
H 2.68 -2.71 -2.31
H 2.85 -1.96 -0.73
H 2.24 -1.02 -2.10
*
```

The HOMO energy (spin up / spin down) comes out at -6.52 / -6.51 eV. The value obtained for the HOMO-LUMO gap (spin up / spin down) is 4.83 / 4.66 eV. Its expectation value of S² is 3.9706.

Entry 3:
Density functional theory data (ωB97M-V/def2-TZVPD) for a molecular structure, C12H17N3O3RuS.

ORCA input file:
```
! wB97M-V def2-TZVPD RIJCOSX def2/J DEFGRID3
* xyz 2 1
Ru 0.07 0.75 -0.83
N -0.97 4.83 -0.34
C -0.65 3.56 -0.28
S -0.67 2.62 -1.78
N -0.33 3.07 0.92
N 0.03 1.79 0.87
C 0.40 1.31 2.07
C 0.93 0.06 2.33
C 1.23 -0.25 3.69
C 1.74 -1.45 4.03
C 2.02 -2.44 3.02
C 1.80 -2.19 1.71
C 1.25 -0.94 1.31
O 1.08 -0.73 0.06
H -1.21 5.27 -1.22
H -0.97 5.39 0.50
H 0.30 2.02 2.89
H 1.04 0.49 4.46
H 1.96 -1.67 5.06
H 2.42 -3.40 3.32
H 2.02 -2.92 0.94
C -2.85 -0.54 -0.28
O -1.46 -0.68 -0.70
C -1.23 -1.69 -1.73
C -0.89 -0.99 -2.99
O 0.28 -0.21 -2.71
C 1.54 -0.66 -3.27
H -3.20 -1.51 0.05
H -3.46 -0.17 -1.11
H -2.86 0.16 0.54
H -2.10 -2.33 -1.86
H -0.40 -2.30 -1.38
H -1.67 -0.28 -3.27
H -0.73 -1.67 -3.82
H 1.51 -0.49 -4.35
H 1.69 -1.71 -3.05
H 2.32 -0.06 -2.82
*
```

The HOMO energy (spin up / spin down) comes out at -15.05 / -15.08 eV. The value obtained for the HOMO-LUMO gap (spin up / spin down) is 5.16 / 5.18 eV.

Entry 4:
Density functional theory data (ωB97M-V/def2-TZVPD) for 2 unconnected molecules or ions with the total composition C3H9NO2.

ORCA input file:
```
! wB97M-V def2-TZVPD RIJCOSX def2/J DEFGRID3
* xyz 1 2
C -0.33 1.80 -2.31
C -0.71 0.88 -1.17
O 0.48 0.21 -0.84
O -1.76 0.56 -0.71
H -1.07 2.60 -2.36
H -0.36 1.31 -3.28
H 0.65 2.25 -2.24
C 0.48 -0.98 2.36
N 0.15 -1.38 0.97
H 0.90 -1.96 0.60
H -0.65 -2.00 0.97
H 0.44 -0.55 -0.13
H -0.37 -1.06 3.03
H 0.90 0.02 2.48
H 1.26 -1.70 2.63
*
```

The HOMO energy (spin up / spin down) comes out at -15.94 / -15.03 eV. The value obtained for the HOMO-LUMO gap (spin up / spin down) is 12.45 / 5.44 eV. Its expectation value of S² is 0.7592.

Here are the calculated relative energy (zero: lowest compared OMol25 entry of this formula, charge and spin) numbers, same order: 45.71 0.00 0.00 143.53 (kJ/mol).
Here are the calculated energy numbers, same order: -2172.394322 -2999.919548 -1349.863503 -324.570884 (Eh).